#a
Density functional theory data (the ωB97M-V functional and the def2-TZVPD basis) for a structure of composition C5H14NS.

Element x y z (Å)
C  -0.1141  1.7196  0.8419
C  0.4666  0.4215  -2.6938
C  0.7581  -0.9561  2.0026
C  -1.2780  -1.7953  0.5644
C  0.4808  0.8663  -0.3864
N  -0.1749  0.9594  -1.5332
S  0.4713  -1.3393  0.2733
H  0.6268  1.8290  1.5726
H  -0.1382  2.6866  0.3650
H  1.2148  0.9674  -3.2061
H  1.0232  -0.5263  -2.4278
H  -0.4575  0.2630  -3.3891
H  1.6050  -1.5770  2.4353
H  -0.0907  -1.3242  2.5409
H  0.9970  0.0718  2.0753
H  -1.6897  -2.1395  -0.3423
H  -1.8912  -0.8495  0.8535
H  -1.1440  -2.5819  1.3552
H  -1.1032  1.5710  1.4012
H  1.6315  0.6623  -0.6028
H  -1.1936  1.0711  -1.6999

E_HOMO (Eh): -0.4828
Charge: +1
LUMO level (eV): -3.3
Spin multiplicity: 1
Orbital gap (eV): 9.79

#b
Density functional theory data (the ωB97M-V functional and the def2-TZVPD basis) for a cluster of 2 separate species, C5H14NS in total.

Element x y z (Å)
C  2.1813  0.2687  -2.1766
C  1.5219  -0.7712  -1.2958
S  -0.0876  -1.2675  -2.0470
H  1.6259  1.2078  -2.2069
H  2.1867  -0.1253  -3.1952
H  3.1973  0.5201  -1.8799
H  2.1247  -1.6589  -1.1033
H  1.4199  -0.3604  -0.2798
H  0.0010  -2.5766  -1.8129
C  -0.8465  1.0405  2.5633
C  -1.2987  0.5560  1.2112
C  -1.6374  1.2761  0.1560
N  -1.1949  -0.9132  1.0435
H  -0.8851  2.1248  2.5731
H  -1.5111  0.6303  3.3229
H  0.1855  0.7287  2.7349
H  -2.0153  0.8315  -0.7532
H  -1.5172  2.3483  0.2237
H  -0.2034  -1.1618  1.0646
H  -1.5718  -1.1976  0.1307
H  -1.6751  -1.5004  1.7268

E_HOMO (Eh): -0.4825
Charge: +1
LUMO level (eV): -3.4
Spin multiplicity: 1
Orbital gap (eV): 9.72

Energies, relative to the best one, in kJ/mol: #a 142.5; #b 0.0.

#a
Density functional theory data (the ωB97M-V functional and the def2-TZVPD basis) for the ion C10H21N2O2 with charge +1.

Element x y z (Å)
C  0.5543  0.7219  -0.3180
C  -0.5031  -0.3250  -0.0921
C  3.0209  1.2614  -1.0867
C  -0.3059  2.6418  1.1958
C  0.9876  -2.0459  1.4063
C  -1.6416  -2.4795  -0.7100
C  1.8064  0.3023  -1.1469
C  0.2761  2.1812  -0.1541
C  -0.0552  -0.8954  1.3197
C  -0.4861  -1.5703  -1.0504
N  -2.5622  0.5131  -1.0878
N  -1.9322  0.1521  -0.0226
O  -3.7397  0.8997  -0.9347
O  -2.4243  0.2690  1.2415
H  3.9709  0.7709  -1.0625
H  2.9913  1.9351  -0.2291
H  3.2115  1.9282  -1.8944
H  0.1829  2.1394  1.9240
H  -1.4061  2.3935  1.3666
H  -0.1026  3.6866  1.0597
H  0.5293  -2.9667  1.0242
H  1.2267  -2.1230  2.4446
H  2.0044  -2.0842  0.8194
H  -1.7330  -3.2434  -1.4132
H  -2.4483  -1.7868  -0.8649
H  -1.4974  -2.9309  0.3058
H  2.0801  -0.6804  -0.8306
H  1.3714  0.1502  -2.2328
H  1.1817  2.8451  -0.2813
H  -0.3583  2.3743  -0.9479
H  0.2337  -0.1061  2.0845
H  -0.9480  -1.1589  1.8233
H  -0.7232  -1.4510  -2.0986
H  0.6040  -1.9663  -0.8797
H  -3.3658  0.6481  1.3229

E_HOMO (alpha / beta) (Eh): -0.3993 / -0.5354
Charge: +1
LUMO level (alpha / beta) (eV): -5.4 / -8.6
⟨S²⟩: 2.039
Spin multiplicity: 3
Orbital gap (alpha / beta) (eV): 5.50 / 5.96

#b
Density functional theory data (the ωB97M-V functional and the def2-TZVPD basis) for a cluster of 2 separate species, C10H21N2O2 in total.

Element x y z (Å)
C  2.5938  -1.0057  2.0399
C  2.8116  -0.7110  0.7143
C  1.7898  -0.0736  -0.1034
C  4.0151  -1.3128  0.0570
C  0.1934  3.4427  -0.3624
C  -1.9231  -1.0056  -1.9293
C  -1.3138  -1.9443  0.1932
C  -3.2673  -0.5648  0.0208
C  -0.4063  2.0460  -0.7036
C  -0.3643  1.1170  0.4483
N  0.6343  0.3237  0.6326
N  -1.9214  -0.8442  -0.4810
O  1.9752  0.3289  -1.2163
O  -1.3080  1.1919  1.3908
H  3.2950  -1.4924  2.6256
H  1.8167  -0.6255  2.7299
H  4.0454  -2.3648  0.2281
H  5.0028  -0.8561  0.3127
H  3.9762  -1.2388  -1.0510
H  -0.2793  4.1122  0.3126
H  0.2755  3.9695  -1.2805
H  1.0511  3.0323  -0.0357
H  -2.8125  -1.6490  -2.1431
H  -2.0684  0.0371  -2.2996
H  -0.9609  -1.3854  -2.2516
H  -1.8636  -2.8809  0.0552
H  -0.3456  -2.1362  -0.2536
H  -1.2058  -1.7401  1.2694
H  -3.8325  -1.5271  -0.0186
H  -3.1161  -0.2584  1.0917
H  -3.7537  0.2755  -0.2861
H  -1.5068  2.1395  -0.9789
H  0.2562  1.7724  -1.4792
H  0.5796  0.1046  1.6019
H  -2.0623  1.7235  1.1499

E_HOMO (alpha / beta) (Eh): -0.3208 / -0.4554
Charge: +1
LUMO level (alpha / beta) (eV): -2.8 / -7.6
⟨S²⟩: 2.021
Spin multiplicity: 3
Orbital gap (alpha / beta) (eV): 5.92 / 4.84

Energies, relative to the best one, in kJ/mol: #a 415.3; #b 0.0.